1.
A molecular structure, H3NO3S at a distorted geometry. Source: the OMol25 dataset; level of theory: ωB97M-V/def2-TZVPD.

highest occupied orbital energy	-10.70	eV
relative energy (zero: lowest compared OMol25 entry of this formula, charge and spin)	4.209	eV
energy	-680.3036	a.u.

Last column: natural (NBO) charge in e.
Atoms and positions in Å:
H -1.49532 0.42232 1.11797  0.450
H -1.84035 -0.36722 -0.71498  0.414
H 1.82349 -0.81490 1.01381  0.531
N -1.01662 -0.27072 0.11505  -1.128
O 0.88583 0.22856 1.04221  -0.904
O 0.44109 1.55437 -0.95486  -0.895
O 0.86653 -0.95756 -1.14925  -0.925
S 0.33535 0.20515 -0.46995  2.456

Atoms 1-2, force components in eV/Å:
2.1460 -2.6516 -4.5283
2.7983 0.4746 3.0094

=====

2.
A molecular structure, C26H42N6SiY at a distorted geometry. Source: the OMol25 dataset; level of theory: ωB97M-V/def2-TZVPD.

highest occupied orbital energy	-9.66	eV
total charge	+1
relative energy (zero: lowest compared OMol25 entry of this formula, charge and spin)	0.000	eV
energy	-1672.1846	a.u.

Last column: natural (NBO) charge in e.
Atoms and positions in Å:
Y 0.48784 0.15252 -0.28892  2.002
C -0.72708 3.11872 -1.36938  -0.414
N 0.18056 2.10292 -1.93729  -0.556
C 1.53136 2.67717 -2.13516  -0.411
C -0.31022 1.56972 -3.21903  0.138
C -0.58994 2.43272 -4.26703  -0.228
C -0.94948 1.94455 -5.51201  -0.242
C -0.97384 0.56776 -5.69895  -0.175
C -0.69604 -0.29615 -4.65105  -0.261
C -0.40453 0.18610 -3.36893  0.132
N -0.14210 -0.60345 -2.24432  -0.924
C -0.39543 -1.98816 -2.22650  0.213
C -1.52055 -2.57416 -2.81055  -0.256
C -1.70287 -3.94728 -2.79367  -0.189
C -0.76994 -4.76698 -2.17250  -0.223
C 0.31656 -4.19094 -1.53261  -0.217
C 0.49607 -2.81337 -1.52934  0.053
N 1.58620 -2.15631 -0.81287  -0.533
C 2.73010 -1.90655 -1.71391  -0.410
C 2.02753 -2.88465 0.38552  -0.420
H -0.71990 4.04198 -1.95154  0.207
H -0.41296 3.36245 -0.35135  0.210
H -1.74376 2.72917 -1.35170  0.220
H 1.50530 3.48425 -2.87016  0.207
H 2.21086 1.90522 -2.49518  0.222
H 1.90780 3.06957 -1.19127  0.221
H -0.51168 3.50494 -4.11778  0.213
H -1.17699 2.62330 -6.32284  0.226
H -1.20728 0.15711 -6.67414  0.224
H -0.68803 -1.36141 -4.83511  0.226
H -2.26353 -1.93536 -3.27183  0.227
H -2.57815 -4.37698 -3.26601  0.225
H -0.89076 -5.84223 -2.17232  0.226
H 1.02828 -4.82895 -1.02230  0.220
H 3.19611 -2.85028 -2.00772  0.206
H 3.47327 -1.29010 -1.20541  0.215
H 2.38140 -1.39302 -2.60701  0.232
H 2.60356 -3.77805 0.13374  0.203
H 1.16260 -3.18218 0.97695  0.220
H 2.66750 -2.23205 0.98086  0.221
C -1.13293 0.48448 5.13030  -0.421
C 0.02087 -0.28214 4.52500  -0.211
N -0.28257 -0.58174 3.11994  -0.584
C -1.45321 -0.30724 2.47924  0.660
N -1.46846 -0.25690 1.15702  -0.793
C -2.77248 -0.17986 0.49294  -0.216
C -3.72493 0.69897 1.27470  -0.422
C -3.86496 0.10523 2.65972  -0.199
N -2.54078 -0.12199 3.24956  -0.412
C -2.42316 -0.19194 4.70808  -0.207
H -1.13917 1.51173 4.75611  0.216
H -1.03813 0.51762 6.21434  0.241
H 0.17130 -1.21733 5.06517  0.203
H 0.94671 0.28900 4.57723  0.224
H 0.51306 -0.72296 2.52015  0.399
H -3.19605 -1.18389 0.39010  0.203
H -2.62769 0.19945 -0.52014  0.211
H -4.69935 0.74863 0.78845  0.236
H -3.32161 1.71295 1.34654  0.210
H -4.41646 -0.83676 2.61055  0.201
H -4.41363 0.77355 3.32115  0.215
H -2.44321 -1.23205 5.04610  0.203
H -3.28954 0.31148 5.13138  0.222
C 3.28530 0.05629 2.57018  -1.066
Si 2.45706 1.28894 1.37370  0.540
C 1.55065 2.52649 2.50592  -1.068
C 3.92481 2.25974 0.68287  -1.068
H 3.68064 0.59175 3.44085  0.235
H 4.13103 -0.43847 2.07842  0.236
H 2.62805 -0.73763 2.94995  0.199
H 2.17614 2.79228 3.36664  0.236
H 0.60156 2.13334 2.89300  0.209
H 1.32112 3.45331 1.96790  0.230
H 4.63529 2.48839 1.48760  0.235
H 3.61929 3.21582 0.24547  0.224
H 4.46759 1.69985 -0.08549  0.229

Atoms 1-2, force components in eV/Å:
-1.4272 -0.7587 -0.2633
0.0800 -0.0870 0.0407

=====

3.
A molecular structure, C6H10N2O at a distorted geometry. Source: the OMol25 dataset; level of theory: ωB97M-V/def2-TZVPD.

highest occupied orbital energy	-7.74	eV
relative energy (zero: lowest compared OMol25 entry of this formula, charge and spin)	5.112	eV
energy	-419.1986	a.u.

Last column: natural (NBO) charge in e.
Atoms and positions in Å:
C -0.77802 -0.08470 0.11623  -0.217
C 0.58041 -0.05112 0.30261  -0.259
C -0.04829 -1.39501 0.08692  -0.456
C 1.06638 -0.10041 -2.70846  -0.712
C -1.34114 0.42039 2.01515  0.653
C 0.90947 0.77282 -1.50951  0.368
N -1.13430 -0.28579 3.15413  -0.858
N 1.06330 2.00878 -1.53747  -0.661
O -1.92987 1.47845 1.99484  -0.630
H -1.55768 0.42614 -0.42246  0.248
H 1.28060 0.42093 0.97234  0.237
H -0.63159 -1.15412 3.14710  0.394
H -1.58506 0.00114 4.01608  0.405
H 0.83944 2.50605 -0.67179  0.358
H 0.10566 -1.90406 -0.85756  0.220
H -0.17206 -2.07402 0.92282  0.211
H 0.11980 -0.58170 -2.95654  0.229
H 1.41898 0.48314 -3.56233  0.242
H 1.79397 -0.88692 -2.50208  0.230

Atoms 1-2, force components in eV/Å:
-3.6679 -0.2110 5.9174
3.2803 1.5849 -5.6434

=====

4.
A molecular structure, C33H33AsIrN3O5S3 at a distorted geometry. Source: the OMol25 dataset; level of theory: ωB97M-V/def2-TZVPD.

highest occupied orbital energy (spin up / spin down)	-9.95 / -11.00	eV
total charge	+1
relative energy (zero: lowest compared OMol25 entry of this formula, charge and spin)	2.652	eV
2S+1	2
energy	-5352.1722	a.u.

Last column: Mulliken spin population.
Atoms and positions in Å:
Ir 0.60191 0.40671 1.04439  0.033
C 4.29047 -0.62599 3.63692  0.004
C 3.29312 -0.06489 2.66436  0.070
S 1.67584 -0.51002 2.87871  0.369
C 3.66941 0.79077 1.63392  0.207
C 5.08244 1.23655 1.40207  -0.011
S 2.51001 1.41556 0.54410  0.229
H 3.80002 -1.26773 4.36597  0.001
H 4.79645 0.17472 4.17860  0.004
H 5.05033 -1.21202 3.11749  0.002
H 5.72947 0.91211 2.21343  -0.002
H 5.14754 2.32296 1.33169  0.012
H 5.47257 0.82059 0.47113  0.015
O 1.06900 -1.35786 0.22544  0.020
As 0.67368 -2.40455 -1.03286  0.009
C 1.87792 -2.13229 -2.48876  0.016
C 1.90772 -3.01804 -3.56185  0.000
C 2.79287 -2.79591 -4.60448  -0.001
C 3.64264 -1.69761 -4.56943  0.001
C 3.61291 -0.82189 -3.49377  0.004
C 2.73009 -1.03561 -2.44483  -0.022
C 0.85944 -4.13642 -0.26441  0.007
C 0.45395 -5.24553 -1.00048  0.000
C 0.58292 -6.50981 -0.44878  0.000
C 1.10298 -6.65561 0.83115  0.000
C 1.49413 -5.54337 1.56218  0.003
C 1.37672 -4.27248 1.01713  -0.009
C -1.13156 -2.25355 -1.62551  -0.005
C -2.14549 -2.52701 -0.71298  0.002
C -3.46746 -2.40183 -1.10826  0.000
C -3.76704 -2.02123 -2.41008  0.000
C -2.75141 -1.76370 -3.32085  0.000
C -1.42581 -1.87341 -2.92900  0.001
H 1.24974 -3.87879 -3.59857  0.000
H 2.82216 -3.48036 -5.44136  0.000
H 4.33540 -1.52882 -5.38325  0.000
H 4.28057 0.02927 -3.46813  0.001
H 2.71056 -0.35844 -1.60199  0.008
H 0.01485 -5.13627 -1.98615  0.000
H 0.26871 -7.37843 -1.01126  0.000
H 1.19722 -7.64367 1.26154  0.000
H 1.88995 -5.66463 2.56153  0.000
H 1.68277 -3.39821 1.57784  0.000
H -1.91324 -2.83636 0.30015  0.000
H -4.26309 -2.60744 -0.40523  0.000
H -4.80041 -1.93396 -2.71843  0.000
H -2.99233 -1.47666 -4.33563  0.000
H -0.63088 -1.65641 -3.63225  0.000
O -0.40087 1.19709 3.39282  0.005
C -1.07299 2.05408 2.81810  0.010
O -0.91287 2.26842 1.56721  0.008
C -2.09177 2.85878 3.56491  0.003
C -2.94012 3.73200 2.89201  0.000
C -3.88684 4.46414 3.58693  0.000
C -3.95377 4.29939 4.95787  -0.001
C -3.12578 3.44195 5.65792  0.000
C -2.18917 2.71351 4.94409  -0.002
N -4.96513 5.07829 5.70913  0.000
O -5.01129 4.92039 6.90981  0.000
O -5.67748 5.82734 5.07420  0.000
H -2.85877 3.83021 1.81875  0.000
H -4.56201 5.14801 3.09575  0.000
H -3.22426 3.35584 6.72928  0.000
H -1.52236 2.02755 5.44704  0.000
C -0.82154 1.96533 -4.05628  0.000
N -1.03126 2.77906 -2.88154  0.000
C -1.61566 4.11640 -2.97599  0.000
C -1.65675 4.58279 -1.50790  0.000
N -1.19303 3.40127 -0.78957  -0.001
C -0.84191 2.42566 -1.60572  0.003
S -0.20569 0.89177 -1.17543  0.004
H -1.75392 1.87798 -4.61749  0.000
H -0.49298 0.97413 -3.75610  0.000
H -0.06102 2.41041 -4.69995  0.000
H -2.60571 4.06076 -3.43291  0.000
H -0.98876 4.75838 -3.59557  0.000
H -2.66218 4.85715 -1.19218  0.000
H -0.99351 5.42809 -1.32763  0.000
H -1.14037 3.27143 0.22725  -0.002

Atoms 1-2, force components in eV/Å:
-0.7985 0.5617 -0.9161
0.0176 0.0302 0.0683